No. 1
Below is a single C7H9N3O2 molecule at a distorted geometry, with properties calculated with ωB97M-V/def2-TZVPD.

Element x y z (Å)
C: 1.3084 -3.2709 0.5890
C: 1.3135 -1.9303 2.6389
C: 0.6109 -0.9525 0.5692
C: -0.2791 -0.1472 -1.3310
C: -0.6218 1.0267 -0.6168
C: -0.3799 1.0979 0.7039
C: -1.1780 2.2733 -1.3451
H: 0.4627 -3.9585 0.3502
H: 1.9252 -3.0341 -0.3299
H: 1.8518 -3.8767 1.2889
H: 0.5650 -2.4300 3.2208
H: 2.3444 -2.1990 2.8604
H: 1.1995 -0.9338 2.7494
H: -0.6942 -0.3281 -2.3949
H: -0.9134 1.8343 1.3167
H: -1.6643 3.0652 -2.8732
N: 1.0216 -1.9709 1.2355
N: 0.3883 -1.1492 -0.7231
N: 0.3300 0.1821 1.3630
O: -1.4445 2.1638 -2.6169
O: -1.2930 3.3167 -0.7038

Summary:
**Energy above the lowest of the compared OMol25 structures with the same formula, charge and spin**: 31.4 kcal/mol
**SMILES**: CN(C)c1ncc(C(=O)O)cn1
**Spin multiplicity**: 1

---

No. 2
Below is a single C7H9N3O2 molecule at a distorted geometry, with properties calculated with ωB97M-V/def2-TZVPD.

Element x y z (Å)
C: 0.0469 2.4678 2.9831
C: -0.2223 1.3363 0.9294
C: -0.0837 -0.5272 -0.5733
C: -1.3235 -1.2038 -0.3524
C: -1.6524 -2.3628 -1.0532
C: 0.3324 -2.1862 -2.1382
C: 0.8087 -1.1136 -1.5511
H: -0.9667 2.9062 2.9961
H: 0.8508 3.2023 3.7118
H: -0.1929 1.3753 3.6159
H: 0.9327 1.4249 -0.8356
H: -1.9750 -0.5638 0.2592
H: -2.7680 -2.7036 -0.9509
H: 0.9842 -2.6962 -2.9209
H: 2.4623 -0.3850 -0.9930
H: 1.8411 0.4191 -2.3232
N: 0.3392 0.7224 -0.0260
N: -0.7568 -2.9709 -1.8759
N: 2.0506 -0.5014 -1.9128
O: 0.4379 2.4471 1.3332
O: -1.1454 0.9131 1.6779

Summary:
**Energy above the lowest of the compared OMol25 structures with the same formula, charge and spin**: 111.0 kcal/mol
**SMILES**: COC(=O)Nc1ccncc1N
**Spin multiplicity**: 1

---

No. 3
Below is a single C7H9N3OS molecule at a distorted geometry, with properties calculated with ωB97M-V/def2-TZVPD.

Element x y z (Å)
C: 1.8307 1.3020 -0.2725
C: 3.0492 0.4023 0.1042
C: 0.7663 -0.6339 -0.1143
C: -2.1458 -0.3756 -0.2001
C: -3.5054 0.0841 -0.6438
C: -3.6346 0.8517 0.6874
C: -2.1313 0.5549 0.9562
H: 3.6866 0.3667 -0.7926
H: 3.5005 0.7617 1.0014
H: 0.1003 -2.5345 -0.3930
H: -3.4747 0.6698 -1.5373
H: -4.2296 -0.6924 -0.8356
H: -4.2899 0.2811 1.3678
H: -3.9209 1.8737 0.7263
H: -1.3853 1.3537 0.6840
H: -1.8592 0.2541 1.9517
N: -0.2463 -1.5781 -0.1525
N: -1.4174 -1.2620 -0.7900
N: 0.6262 0.6285 -0.3373
O: 1.9841 2.5033 -0.4044
S: 2.3680 -1.2495 0.4324

Summary:
**Energy above the lowest of the compared OMol25 structures with the same formula, charge and spin**: 19.1 kcal/mol
**SMILES**: O=C1CSC(NN=C2CCC2)=N1
**Spin multiplicity**: 1

---

No. 4
Below is a single C7H9N3S molecule at a distorted geometry, with properties calculated with ωB97M-V/def2-TZVPD.

Element x y z (Å)
C: 2.1091 0.7772 1.7898
C: 1.4983 -1.3284 1.9049
C: 1.2564 0.5645 0.8000
C: -0.3012 -1.4026 -0.2944
C: 0.5639 1.4255 -0.2347
C: -0.8403 0.9893 -0.4159
C: -2.0857 -0.6663 -1.8442
N: 2.2735 -0.4584 2.4872
N: 0.8701 -0.7420 0.8455
N: -0.9585 -0.3703 -0.8504
S: -0.2681 -2.9656 -0.3389
H: 2.8131 1.5983 2.0623
H: 1.2650 -2.2570 2.2697
H: 0.4942 2.5509 0.1128
H: 1.1789 1.3487 -1.3012
H: -1.4067 1.1540 0.5032
H: -1.3031 1.6394 -1.2513
H: -3.0610 -0.7866 -1.3825
H: -2.1839 0.3858 -2.3792
H: -1.9141 -1.4564 -2.4826

Summary:
**Energy above the lowest of the compared OMol25 structures with the same formula, charge and spin**: 63.2 kcal/mol
**SMILES**: CN1CCc2cncn2C1=S
**Spin multiplicity**: 1

---

No. 5
Below is a gas-phase ion, C7H9N4 (charge +1) at a distorted geometry, with properties calculated with ωB97M-V/def2-TZVPD.

Element x y z (Å)
C: 3.5201 0.4460 0.0921
C: 1.6617 -1.1277 0.0181
C: 1.0037 0.9746 -0.1839
C: 2.1360 0.1762 -0.0270
C: -1.7679 1.8882 -0.4074
C: -2.2231 0.9759 0.6541
C: -0.4568 -2.2487 -0.0817
N: 4.6534 0.5246 0.2046
N: 0.3443 -1.0918 -0.0991
N: -0.0877 0.1796 -0.2283
N: -1.4513 0.4708 -0.4798
H: 2.1975 -2.0526 0.1200
H: 0.9893 2.0425 -0.2692
H: -2.4523 2.2412 -1.1628
H: -0.9844 2.5947 -0.1694
H: -1.7446 1.0245 1.6247
H: -3.2555 0.6580 0.6637
H: -1.2398 -2.1790 0.6807
H: -0.9813 -2.3592 -1.0415
H: 0.1386 -3.1378 0.0923

Summary:
**Charge**: +1
**Energy above the lowest of the compared OMol25 structures with the same formula, charge and spin**: 88.3 kcal/mol
**SMILES**: Cn1cc(C#N)c[n+]1N1CC1
**Spin multiplicity**: 1

---

No. 6
Below is a gas-phase ion, C7H9N6O (charge -1) at a distorted geometry, with properties calculated with ωB97M-V/def2-TZVPD.

Element x y z (Å)
O: -3.0941 1.4025 0.2393
N: -3.9139 -3.5337 0.3413
N: -2.8177 -2.9699 0.6555
N: -4.2697 -1.3781 0.1516
N: -4.8547 -2.5901 0.1006
C: -2.1252 0.6610 0.4611
C: -3.0548 -1.6011 0.5835
C: 0.0795 -0.0119 0.5591
C: -0.7318 1.0633 0.2588
N: -0.7082 -1.0474 1.0687
N: -2.0843 -0.6480 0.9387
C: 1.6046 -0.0581 0.5952
C: 0.1374 2.5154 -1.5683
C: -0.2778 2.4466 -0.0950
H: -0.4554 -1.9820 0.8876
H: 2.0530 0.9351 0.4048
H: 2.0117 -0.7854 -0.1507
H: 1.9072 -0.4150 1.5584
H: -0.7085 2.4322 -2.2249
H: 0.8207 1.7012 -1.7798
H: 0.6621 3.4611 -1.7556
H: -1.0368 3.1912 0.0819
H: 0.5950 2.7242 0.5526

Summary:
**Charge**: -1
**Spin multiplicity**: 1
**E**: -675.9196 hartree